Entry 1:
Molecular formula: C5H10O
Method: DFT, ωB97M-V/def2-TZVPD

Values from the calculation:
multiplicity	1
molecular weight	86.13	g mol⁻¹
E	-7393.096	eV
orbital gap	0.384	Eh
SMILES	C[C@H]1CCC1=O.[H][H]
ΔE to the lowest compared entry with this formula, charge and spin	38.5	kcal/mol
net charge	0
LUMO energy	0.9694	eV
E_HOMO	-9.482	eV

Cartesian coordinates (Å):
1 C -1.57059 -0.39973 0.45527
2 C -0.15324 -0.49354 -0.08733
3 C 0.09670 -0.26929 -1.60601
4 C 1.19867 0.77699 -1.29531
5 C 0.76069 0.70812 0.16617
6 O 0.96642 1.39947 1.12899
7 H -1.57006 -0.44765 1.54869
8 H -2.03832 0.54669 0.16071
9 H -2.18976 -1.21855 0.07328
10 H 0.33632 -1.41077 0.26707
11 H 0.41927 -1.14827 -2.16835
12 H -0.77263 0.16975 -2.10495
13 H 2.22008 0.40671 -1.43474
14 H 1.11618 1.76295 -1.76175
15 H 0.56428 -0.45405 3.59267
16 H 0.61601 0.07118 3.06561

Entry 2:
Molecular formula: C22H28N2O2
Method: DFT, ωB97M-V/def2-TZVPD

Values from the calculation:
multiplicity	1
molecular weight	352.48	g mol⁻¹
E	-30344.044	eV
orbital gap	0.313	Eh
SMILES	CCCc1ccc(C(=O)N2CCN(c3ccccc3OCC)CC2)cc1
ΔE to the lowest compared entry with this formula, charge and spin	40.0	kcal/mol
net charge	0
LUMO energy	0.7717	eV
E_HOMO	-7.748	eV

Cartesian coordinates (Å):
1 C -8.33307 -1.24300 1.11642
2 C -6.95104 -0.60002 1.11934
3 H -6.40934 -0.93187 2.00727
4 H -7.05669 0.48582 1.16997
5 C -6.16879 -0.97502 -0.13714
6 C -4.83817 -0.29073 -0.30676
7 C -4.17783 0.35555 0.73021
8 C -2.94564 0.95136 0.52551
9 C -2.34276 0.91407 -0.72571
10 C -3.00653 0.28758 -1.77368
11 C -4.23155 -0.31246 -1.56008
12 H -4.73492 -0.80229 -2.38184
13 H -2.55574 0.27812 -2.75493
14 C -1.05484 1.62763 -0.98530
15 O -0.98893 2.53891 -1.79202
16 N 0.01033 1.24072 -0.24141
17 C 0.10778 0.02208 0.52231
18 H -0.86844 -0.45726 0.59501
19 C 1.10882 -0.93850 -0.13783
20 N 2.38343 -0.27102 -0.24962
21 C 3.55197 -1.03325 -0.31015
22 C 3.54837 -2.38510 -0.63448
23 C 4.71281 -3.13575 -0.62052
24 C 5.91063 -2.53808 -0.29217
25 C 5.94328 -1.19002 0.03621
26 C 4.78335 -0.43405 0.04380
27 O 4.73323 0.88721 0.39455
28 C 5.91334 1.53517 0.81869
29 C 5.54155 2.96451 1.18386
30 H 6.42312 3.50175 1.52152
31 H 5.12277 3.47306 0.31962
32 H 4.79882 2.96221 1.97680
33 H 6.66097 1.53326 0.01251
34 H 6.33745 1.01919 1.69152
35 H 6.88740 -0.74201 0.30335
36 H 6.82635 -3.10922 -0.28326
37 H 4.67639 -4.18371 -0.87727
38 H 2.62222 -2.86243 -0.91482
39 C 2.28038 0.91771 -1.07302
40 H 3.25622 1.38941 -1.15516
41 C 1.29215 1.88756 -0.42895
42 H 1.13621 2.76046 -1.06436
43 H 1.67620 2.19918 0.54745
44 H 1.92257 0.65742 -2.08366
45 H 1.21587 -1.82211 0.49331
46 H 0.71019 -1.24386 -1.12117
47 H 0.46745 0.26700 1.52836
48 H -2.45325 1.46161 1.34125
49 H -4.62118 0.40451 1.71225
50 H -6.00039 -2.05765 -0.13935
51 H -6.78294 -0.74968 -1.01376
52 H -8.25023 -2.32709 1.07169
53 H -8.90999 -0.90837 0.25689
54 H -8.87937 -0.97842 2.01876

Entry 3:
Molecular formula: C9H11FN2O
Method: DFT, ωB97M-V/def2-TZVPD

Values from the calculation:
multiplicity	1
molecular weight	182.20	g mol⁻¹
E	-17252.804	eV
orbital gap	0.323	Eh
SMILES	CC1=C(F)[C@@H](C)[C@H](C)c2nonc21
ΔE to the lowest compared entry with this formula, charge and spin	83.5	kcal/mol
net charge	0
LUMO energy	0.3104	eV
E_HOMO	-8.466	eV

Cartesian coordinates (Å):
1 C -1.32385 -0.66603 -0.03832
2 C -1.31131 0.73814 -0.09230
3 C -0.14318 -1.48047 0.15942
4 C 1.12399 -0.65170 -0.14877
5 C -0.03578 1.50757 0.19403
6 C 1.12506 0.81748 -0.51870
7 C -0.08156 -2.93211 0.53939
8 C 0.14134 1.49454 1.79403
9 C 1.06124 1.02036 -1.98736
10 N -2.54992 -1.12290 -0.14185
11 N -2.52207 1.15874 -0.27325
12 O -3.29513 0.07287 -0.23352
13 F 2.25630 -1.30756 -0.25364
14 H -0.11457 2.47441 -0.25777
15 H 2.09165 1.21361 -0.06098
16 H -0.25279 -3.03261 1.71265
17 H 0.97075 -3.29346 0.29950
18 H -0.86693 -3.61011 0.04021
19 H -0.77926 1.90065 2.21156
20 H 1.06991 1.99379 2.07779
21 H 0.26491 0.49508 2.01972
22 H 0.21581 0.45511 -2.35876
23 H 2.02016 0.74255 -2.49629
24 H 0.93523 2.01204 -2.18681